Entry 1:
Molecular formula: C5H13NO3
Method: DFT, the ωB97M-V functional and the def2-TZVPD basis

Properties
energy above the lowest of the compared OMol25 structures with the same formula, charge and spin = 369.3 kJ/mol
highest occupied orbital energy = -8.161 eV
charge = 0

Geometry as XYZ:
```
22
Properties=species:S:1:pos:R:3:forces:R:3
C -0.9791 -0.1371 -0.1439 1.0 0.4 -1.4
C -1.9444 -1.1981 0.3828 0.5 0.1 0.3
N -0.8098 -0.3336 -1.5486 -0.2 0.0 -0.2
O -1.5534 1.1836 0.0585 0.4 -0.6 0.3
H -1.6950 1.3203 1.0037 0.0 0.1 0.0
H -0.1218 -0.2631 1.3971 2.1 2.2 2.4
H -0.1559 0.3321 -1.9449 0.1 0.0 0.2
H -1.6866 -0.1953 -2.0457 -0.1 -0.1 0.1
H -2.0674 -1.1107 1.4644 -0.1 -0.1 0.1
H -2.9324 -1.0634 -0.0686 0.1 0.0 -0.1
H -1.5659 -2.1924 0.1532 -0.1 0.0 0.0
C 1.4895 2.1709 -0.2048 0.1 -0.3 0.2
C 1.4528 -1.5077 0.1248 0.3 0.2 0.5
C 0.9946 -0.1001 0.3911 -2.0 0.3 -2.4
O 1.6203 0.7539 -0.4480 0.2 0.1 0.0
O 0.8004 0.3486 1.6537 -2.5 -2.3 0.2
H 0.4603 2.4851 -0.3752 0.1 0.1 0.0
H 1.7960 2.4080 0.8129 -0.1 0.0 0.0
H 2.1874 2.6361 -0.8969 -0.2 0.0 -0.1
H 0.8513 -2.2079 0.6981 0.0 -0.1 0.1
H 1.3710 -1.7469 -0.9315 0.0 0.1 0.0
H 2.4881 -1.5823 0.4677 0.0 -0.1 -0.1
```
Forces are in eV/Å.

---

Entry 2:
Molecular formula: C5H13NO3
Method: DFT, the ωB97M-V functional and the def2-TZVPD basis

Properties
energy above the lowest of the compared OMol25 structures with the same formula, charge and spin = 83.4 kJ/mol
highest occupied orbital energy = -9.545 eV
charge = 0

Geometry as XYZ:
```
22
Properties=species:S:1:pos:R:3:forces:R:3
C -0.2743 -1.1294 -1.3730 0.3 -1.0 -2.3
C -1.7580 -1.4108 -1.2938 0.1 0.4 0.5
N 0.5204 -2.1847 -1.0439 -0.1 0.4 0.3
O 0.1864 -0.1817 -2.0213 -0.2 -0.5 0.7
H 0.3311 1.2036 -1.1950 -0.3 1.4 1.7
H -0.2464 0.0367 0.3739 0.2 1.0 0.8
H 1.5118 -2.1046 -1.2039 -0.1 0.0 0.0
H 0.1514 -2.9959 -0.5802 0.1 0.1 0.0
H -2.3077 -0.4822 -1.4224 0.0 0.0 0.1
H -2.0144 -1.8732 -0.3428 -0.1 0.0 0.0
H -2.0391 -2.0896 -2.0985 0.2 0.0 0.0
C 2.3083 0.6406 0.9969 -0.1 0.1 0.0
C -1.1877 1.6371 1.5312 0.5 0.0 -0.1
C -0.0072 1.1041 0.7330 -0.7 -1.6 -0.2
O 1.0930 1.0211 1.6066 0.0 0.3 0.1
O 0.2277 1.8508 -0.3924 0.4 -0.5 -1.7
H 3.0507 0.6131 1.7922 0.0 -0.1 -0.1
H 2.6222 1.3649 0.2402 0.0 -0.1 0.0
H 2.2199 -0.3476 0.5273 0.1 0.0 0.0
H -0.9738 2.6640 1.8145 0.0 0.1 0.0
H -2.0847 1.6167 0.9190 -0.1 0.0 0.0
H -1.3294 1.0471 2.4320 -0.1 -0.1 0.1
```
Forces are in eV/Å.

---

Entry 3:
Molecular formula: C5H13NO3
Method: DFT, the ωB97M-V functional and the def2-TZVPD basis

Properties
energy above the lowest of the compared OMol25 structures with the same formula, charge and spin = 383.4 kJ/mol
highest occupied orbital energy (spin up / spin down) = -14.034 / -14.026 eV
expectation value of S² = 0.760
charge = +1
spin multiplicity = 2

Geometry as XYZ:
```
22
Properties=species:S:1:pos:R:3:forces:R:3
O 0.6861 0.5413 3.4827 -3.0 -0.4 -2.9
C -0.1460 0.5333 2.5752 4.6 0.0 4.3
C 0.0697 -0.5158 1.3927 1.1 -3.8 -2.0
C -0.3287 0.3298 0.1178 -0.2 4.1 3.0
C -0.6210 -0.3521 -1.1387 -3.1 -1.9 -1.4
C -1.0541 0.6539 -2.2064 -1.7 2.9 1.1
O -0.2938 1.8672 -1.9503 -2.5 -0.8 1.8
N -0.6968 -1.8147 1.4961 0.9 4.6 0.7
H -0.7963 1.3941 2.5479 -1.1 0.1 -0.6
H 1.1864 -1.0246 1.5744 -2.5 2.3 -0.5
H -1.2698 1.0989 0.4226 2.2 -2.3 -0.6
H 0.5046 1.1465 -0.0517 -1.5 -1.8 0.3
H 0.3078 -0.6572 -1.5079 1.4 -1.6 -0.6
H -1.4627 -1.2356 -1.1282 2.3 2.0 0.2
H -2.1400 1.1351 -2.0381 2.0 -2.0 -0.6
H -0.8570 0.2759 -3.2175 -0.5 0.1 0.3
H 0.3718 1.9673 -2.5506 2.8 0.4 -2.7
H -0.7278 -1.9340 2.4983 -0.4 -1.5 0.3
H -1.5811 -1.6386 1.0478 -0.8 -0.8 0.0
H 2.6115 -1.0823 0.1024 0.4 0.5 -0.4
H 3.0800 0.1254 -0.8160 -0.1 0.3 0.3
O 3.1573 -0.8138 -0.6525 -0.2 -0.7 0.1
```
Forces are in eV/Å.

---

Entry 4:
Molecular formula: C5H13NO3P
Method: DFT, the ωB97M-V functional and the def2-TZVPD basis

Properties
highest occupied orbital energy (spin up / spin down) = 0.844 / -7.070 eV
expectation value of S² = 2.006
charge = -1
spin multiplicity = 3

Geometry as XYZ:
```
23
Properties=species:S:1:pos:R:3:forces:R:3
C -0.9364 1.2305 0.8828 -1.3 -2.9 -2.3
C -0.7756 -1.0237 1.7600 -0.1 0.8 -1.5
C 1.1312 0.6270 2.0983 0.9 -1.2 0.4
C 1.1269 0.1412 -2.8908 -0.7 2.0 -2.4
C 0.1289 0.1357 1.1158 -0.5 -0.2 2.1
N -0.3131 -0.0810 -2.6075 1.5 -2.2 0.0
O 0.1271 -2.5364 -1.5433 0.3 1.1 0.0
O -2.0181 -1.1648 -1.0211 1.0 0.4 0.1
O 0.7395 -0.2758 -0.0086 -1.2 -0.5 -0.7
P -0.5885 -1.2461 -1.4322 -1.6 -0.7 -1.1
H -1.4848 1.3686 1.7616 -0.6 0.5 1.5
H -0.5157 2.0715 0.4927 1.2 2.5 -0.8
H -1.6123 0.7777 0.1174 0.1 0.6 0.6
H -1.1654 -1.5291 0.9175 -0.8 -0.7 -0.6
H -1.6390 -0.6710 2.3218 0.5 0.3 0.2
H -0.1772 -1.7211 2.2499 1.1 -0.9 1.3
H 2.0700 0.0949 1.9812 0.1 -0.4 0.2
H 1.3798 1.6245 1.9775 0.4 2.2 -0.6
H 0.7888 0.5657 3.1097 -0.4 -0.3 0.8
H 1.8270 -0.6455 -2.7549 -0.1 -1.3 0.0
H 1.2929 0.6060 -3.9723 -0.4 -1.0 2.3
H 1.3417 0.8427 -2.1355 1.3 1.4 0.4
H -0.7278 0.8084 -2.4200 -0.7 0.4 0.3
```
Forces are in eV/Å.

---

In eV, the energy values for the records above are, in order, -13025.40333; -13028.36674; -13015.72672; -22314.90572.